The following is a quantum chemistry calculation of C28H36N5ORuS4Te as an isolated structure at a distorted geometry, from the Open Molecules 2025 dataset.

XYZ file:
```
76
Properties=species:S:1:pos:R:3:forces:R:3
Ru 1.17752 -0.40918 1.07743 -0.32 -0.38 0.02
O 0.23652 -2.01162 2.56664 -0.01 0.29 0.14
N -0.26808 -3.09693 2.02287 -0.03 -0.36 0.24
C -1.37768 -3.65000 2.63360 0.64 1.40 -0.98
C -1.95663 -4.76555 2.11941 0.36 -0.70 -1.12
C -1.39659 -5.33083 0.93262 0.30 0.65 0.87
C -0.30030 -4.73313 0.34149 -1.36 -0.82 0.54
C 0.31738 -3.61593 0.90048 0.46 0.73 -0.02
S 1.71708 -2.86850 0.20992 -0.27 0.07 0.51
H -1.77661 -2.93151 3.34739 0.04 -0.67 0.23
H -2.85803 -5.18575 2.52572 -0.14 0.04 0.28
H -1.80452 -6.23524 0.50165 -0.18 0.11 -0.03
H 0.01486 -5.13554 -0.59342 0.64 -0.02 -0.41
C -0.93252 0.83662 3.38347 -0.14 -1.12 -0.59
N 0.26987 1.28752 2.63605 -0.65 0.07 0.67
C -0.15613 2.45351 1.83339 1.15 -0.09 0.82
C 1.30481 1.78176 3.55412 0.03 0.66 -1.23
C 1.97695 0.71986 4.38776 -0.67 0.32 0.53
N 2.70694 -0.17748 3.59178 0.93 -0.48 -1.45
C 3.97936 0.38048 3.17105 -0.43 1.33 1.04
C 2.88322 -1.50813 4.11939 2.00 0.55 -1.01
H -1.41237 1.65751 3.93672 0.16 0.04 -0.08
H -0.74557 -0.01644 4.07077 0.23 0.64 -0.46
H -1.62390 0.42490 2.62154 0.15 0.33 0.41
H -0.56568 3.25880 2.45673 0.11 -0.01 0.13
H -0.88848 2.13466 1.16783 -1.43 -0.49 -1.25
H 0.69232 2.81293 1.25798 0.10 0.14 -0.01
H 0.78357 2.44464 4.22559 0.06 0.85 0.53
H 1.94652 2.37573 2.83659 -0.01 -0.61 1.37
H 1.18103 0.15559 4.88675 0.12 0.11 0.14
H 2.60698 1.18834 5.17430 -0.18 0.01 -0.07
H 4.66036 0.51847 4.05453 -0.12 -0.41 -0.55
H 3.81167 1.39377 2.76894 0.20 -0.48 0.12
H 4.36554 -0.21755 2.37775 0.68 -0.37 -0.31
H 3.43629 -1.50137 5.06141 0.04 -0.01 0.44
H 3.54847 -2.01918 3.37222 -0.98 -0.08 0.72
H 1.92972 -1.93032 4.21062 -1.17 -1.12 0.13
C -4.19000 4.56796 -2.69272 1.20 -0.21 0.95
C -3.50496 3.38283 -1.98622 -0.42 -0.44 -0.50
C -4.22975 2.43658 -1.24999 -0.21 0.87 -0.34
C -3.64421 1.31938 -0.69408 0.76 -0.75 0.38
C -4.47248 0.35643 0.12699 0.39 -1.07 -0.17
C -2.26782 1.09109 -0.90079 0.35 -0.18 0.45
Te -1.32816 -0.73722 -0.28930 0.10 0.29 0.04
C -1.49302 2.05881 -1.55090 -1.24 0.21 -0.25
C -0.04590 1.96766 -1.73637 1.47 0.85 0.35
C -2.14120 3.15354 -2.11988 -0.32 0.71 -0.23
H -5.22515 4.40866 -2.89448 -0.81 -0.40 -0.02
H -3.71152 4.77558 -3.65519 0.10 0.15 0.28
H -4.13239 5.43798 -2.01617 0.07 -0.04 -0.50
H -5.29529 2.59029 -1.13521 -0.17 -0.02 0.11
H -5.37674 0.85184 0.43268 -0.52 0.11 0.23
H -3.94641 -0.07083 1.01773 -0.22 0.68 -0.68
H -4.74495 -0.55793 -0.45368 0.12 0.66 0.20
H 0.53078 1.86458 -0.80817 -0.30 -0.14 -0.03
H 0.35324 2.87236 -2.20532 -0.17 0.07 -0.04
H 0.27403 1.15961 -2.34608 0.06 -1.01 -0.53
H -1.56913 3.85453 -2.73476 0.01 -0.15 0.26
S 4.78871 0.23034 -5.13782 -0.39 0.03 0.22
C 3.96817 0.36810 -3.68099 0.74 0.13 -0.14
S 4.62448 1.28348 -2.34609 0.18 -0.01 -0.44
C 3.33339 0.73410 -1.34550 -0.04 0.13 0.58
N 2.49956 -0.03084 -1.93892 -0.56 -0.12 0.62
N 2.83546 -0.19777 -3.22623 0.30 -0.25 -1.76
C 1.89923 -0.93254 -3.98607 -1.64 -1.13 -0.98
C 1.13325 -1.92679 -3.33267 0.65 1.25 -0.64
C 0.12870 -2.56933 -3.99733 -0.95 -1.23 -0.20
C -0.15648 -2.28211 -5.32556 -0.60 -0.16 0.07
C 0.54644 -1.31511 -5.98628 1.01 0.44 0.39
C 1.58203 -0.65007 -5.32212 1.09 1.07 -0.29
S 3.18994 1.14133 0.28939 -0.45 0.09 0.88
H 1.27423 -2.06998 -2.29994 0.23 -0.37 1.06
H -0.48456 -3.35278 -3.50664 0.55 0.73 -0.09
H -0.98798 -2.74702 -5.83502 -0.04 -0.28 0.06
H 0.32676 -1.07794 -7.01240 -0.02 0.14 -0.19
H 2.17581 0.12626 -5.86100 -0.63 -0.76 0.55
```
Forces are in eV/Å.

Its charge is -1. As for the LUMO energy (spin up / spin down): 2.43 / 2.41 eV. For the energy above the lowest of the compared OMol25 structures with the same formula, charge and spin, the calculation gives 0.0 kJ/mol. The calculation puts the calculated total energy at -3393.20518 hartree. The HOMO-LUMO gap (spin up / spin down) comes out at 0.2310 / 0.2410 Eh. The value obtained for the highest occupied orbital energy (spin up / spin down) is -3.85 / -4.15 eV. The multiplicity is 5.